Entry 1:
90
Properties=species:S:1:pos:R:3:forces:R:3 method="wB97M-V/def2-TZVPD" lumo_ev=-4.642 e_above_lowest_kj_mol=273.4 energy_ha=-4055.474363 charge=+1
Ir -0.64515 0.87954 -0.21195 -3.181 -0.811 -0.755
Cl -5.86635 -0.01838 -4.98855 -0.167 -0.067 -0.335
C -4.97468 0.40985 -3.58400 0.098 0.201 0.578
C -5.64887 0.68678 -2.41028 0.232 -0.196 -0.798
C -4.95256 1.00045 -1.25403 1.124 0.186 0.912
I -5.92342 1.40952 0.55559 -0.055 -0.087 -0.298
C -3.54318 1.02263 -1.20405 -1.302 -0.577 -2.173
O -2.89521 1.20934 -0.13382 3.245 0.103 2.088
C -2.85501 0.79607 -2.45323 -1.292 0.194 0.802
N -1.51323 0.89559 -2.40541 1.743 -0.705 1.215
C -0.82185 0.76526 -3.51595 0.398 -0.010 -0.075
C -1.42514 0.46336 -4.74107 -0.276 0.053 -0.118
C -2.78679 0.30221 -4.80525 0.276 0.044 0.004
C -3.55880 0.49170 -3.64489 -0.197 0.098 0.242
H -6.72689 0.64778 -2.39673 -0.091 -0.010 -0.016
H 0.24589 0.90828 -3.43970 0.147 -0.063 0.069
H -0.81377 0.35746 -5.62360 0.077 0.013 -0.020
H -3.27357 0.05264 -5.73643 -0.024 -0.017 -0.044
O 1.32966 1.04338 -0.74214 -2.755 0.853 0.293
C 2.64153 1.00424 -1.10779 1.100 -0.295 0.195
C 3.04326 -0.42744 -1.42293 0.159 -0.131 0.212
C 2.55757 -1.17766 -2.45139 0.099 0.178 0.142
C 3.07248 -2.49117 -2.47060 0.011 -0.135 -0.012
C 3.93492 -2.72388 -1.44929 0.022 0.185 0.423
S 4.13461 -1.34708 -0.44345 -0.262 -0.170 -0.567
C 3.50876 1.57962 -0.00269 0.204 -0.119 0.110
C 3.08389 2.14563 1.16028 0.009 -0.304 -0.336
C 4.15501 2.55386 1.98417 0.269 0.100 0.156
C 5.36619 2.31615 1.42018 0.123 -0.047 -0.171
S 5.23530 1.60307 -0.13234 -0.433 0.302 0.433
C 2.90567 1.86452 -2.33026 -0.483 -0.040 -0.333
C 3.86319 1.71034 -3.28999 -0.428 -0.012 0.318
C 3.81591 2.73045 -4.26651 -0.065 0.311 -0.063
C 2.84032 3.64287 -4.02130 -0.097 0.018 0.173
S 1.94953 3.27970 -2.59510 0.391 -0.307 -0.203
H 1.87018 -0.79486 -3.18421 -0.114 0.122 -0.144
H 2.82938 -3.21660 -3.22291 -0.039 -0.225 -0.187
H 4.48397 -3.61629 -1.22806 0.124 -0.264 -0.005
H 2.04161 2.26279 1.39990 -0.175 -0.030 0.006
H 4.03213 2.99897 2.95459 0.032 0.133 0.208
H 6.34157 2.50864 1.81895 0.194 0.121 0.161
H 4.57169 0.90306 -3.30282 0.100 -0.234 0.008
H 4.47925 2.77338 -5.11118 0.107 0.077 -0.159
H 2.59315 4.51905 -4.58699 -0.044 0.163 -0.172
C 0.83550 1.16977 4.72145 -0.011 -0.046 -0.134
C -0.05318 2.33220 4.25270 0.172 0.295 0.970
C -1.32315 2.42756 5.10798 -0.078 0.000 -0.085
C 0.71548 3.65923 4.29717 -0.006 0.027 -0.149
C -0.43375 2.05881 2.88962 -0.370 -0.245 -1.158
N -0.72253 1.80778 1.80634 1.100 -1.243 -0.787
H 1.17409 1.35495 5.73727 -0.030 0.105 0.090
H 1.70944 1.06436 4.08290 0.105 -0.024 -0.062
H 0.27936 0.23558 4.71270 -0.035 -0.117 0.004
H -1.04286 2.62092 6.14045 0.059 -0.001 0.059
H -1.89461 1.50359 5.06849 -0.055 -0.091 0.021
H -1.95691 3.24155 4.76523 -0.072 0.064 -0.001
H 1.02612 3.85950 5.31973 -0.012 -0.034 0.078
H 0.08532 4.47834 3.95959 -0.024 0.092 -0.009
H 1.60110 3.62276 3.66784 0.101 -0.003 -0.055
C 0.99885 -3.58877 1.15344 -0.267 0.097 -0.143
C 0.81483 -2.11549 0.81249 -0.033 0.616 -0.109
C 1.45877 -1.23084 1.87691 -0.126 0.151 -0.138
P -0.93473 -1.54720 0.48722 0.601 0.282 -0.114
C -1.56148 -2.75970 -0.78778 -0.142 0.760 -0.291
C -3.01186 -2.45516 -1.15085 0.007 -0.013 0.177
C -0.68485 -2.70145 -2.03502 0.136 -0.037 0.169
C -1.89811 -1.91274 2.05574 -0.024 0.761 -0.133
C -3.07934 -0.95531 2.21077 0.127 0.190 0.038
C -2.36297 -3.35970 2.21080 0.296 -0.024 -0.216
H 2.06488 -3.81131 1.17218 0.056 0.041 -0.013
H 0.53835 -4.23762 0.41245 -0.020 -0.167 0.014
H 0.59670 -3.81128 2.13819 -0.050 -0.119 0.096
H 1.32232 -1.90475 -0.13462 -0.054 0.016 -0.036
H 1.04336 -1.43145 2.86146 -0.064 -0.026 0.177
H 1.31361 -0.17903 1.62993 0.143 0.050 0.106
H 2.53067 -1.41653 1.91775 0.008 -0.031 0.016
H -1.50691 -3.76159 -0.34868 0.121 0.237 0.235
H -3.08427 -1.47919 -1.62205 -0.080 0.038 -0.071
H -3.65500 -2.45543 -0.27590 -0.165 0.008 0.020
H -3.38805 -3.19981 -1.85031 0.004 -0.055 -0.040
H -0.62429 -1.67764 -2.40116 0.027 0.040 -0.118
H -1.11252 -3.32191 -2.82145 -0.052 -0.035 -0.019
H 0.32506 -3.05143 -1.83665 0.114 -0.013 -0.048
H -1.18162 -1.68496 2.85422 0.074 -0.023 -0.128
H -3.88272 -1.20261 1.52220 -0.083 0.041 -0.097
H -2.78471 0.07433 2.01724 -0.133 0.034 0.018
H -3.48485 -1.01782 3.21961 -0.007 -0.072 0.088
H -3.19036 -3.58451 1.54352 -0.070 -0.016 -0.072
H -2.71427 -3.50829 3.23052 -0.019 0.049 0.061
H -1.56607 -4.07256 2.02559 0.025 -0.154 0.022



Entry 2:
81
Properties=species:S:1:pos:R:3:forces:R:3 method="wB97M-V/def2-TZVPD" lumo_ev="-10.858 / -10.870" s2=0.75 e_above_lowest_kj_mol=86.4 energy_ha=-5685.303338 charge=+3 spin_multiplicity=2
Ti -0.47878 -0.06672 -0.46949 1.997 1.705 -0.849
P -2.80805 -0.43418 -0.43023 -2.604 -0.101 -0.372
P 0.04687 -2.55362 -0.65030 0.021 -1.737 -0.313
P -0.03394 2.60999 -0.57454 -0.161 0.663 -0.455
H 5.09349 -0.72269 0.09710 -1.504 -0.076 -0.123
C 3.97282 -0.60315 -0.10309 -0.620 -1.139 -0.221
C 3.25513 0.21938 0.92526 -0.158 -0.303 -0.001
H 2.77188 -0.34839 1.76330 0.822 0.465 -1.111
C -3.65033 -0.86780 -1.99903 0.078 0.025 -0.065
C -3.54285 -1.58177 0.77845 0.172 -0.068 0.285
C -3.48286 1.24136 -0.08223 0.149 0.106 0.235
C 1.72925 -3.19092 -0.94686 0.412 0.332 0.057
C -0.51022 -3.82869 0.57549 -0.106 0.534 0.040
C -0.77261 -3.11403 -2.20205 0.081 0.058 -0.099
C 1.71590 3.08471 -0.81871 0.255 -0.270 0.028
C -0.64876 3.71758 0.75099 -0.072 -0.183 0.149
C -0.88129 3.30100 -2.07723 0.151 -0.060 -0.146
H 3.86189 -0.36145 -1.19380 0.221 0.611 1.046
H 3.36820 1.30018 1.07395 0.125 -0.523 -0.173
H -4.72523 -0.87454 -1.78434 0.121 -0.025 -0.043
H -3.35189 -1.85743 -2.36285 -0.128 0.323 0.115
H -3.44297 -0.12189 -2.77837 -0.036 -0.195 0.294
H -4.58452 -1.28284 0.94694 0.144 -0.075 -0.067
H -3.01508 -1.57069 1.74263 -0.160 -0.037 -0.319
H -3.52661 -2.60086 0.36959 -0.016 0.260 0.081
H -4.57287 1.18577 -0.21777 0.253 0.054 0.021
H -3.07139 1.99117 -0.77898 -0.238 -0.403 0.245
H -3.26977 1.55641 0.95020 -0.108 -0.121 -0.363
H 1.67162 -4.27634 -1.11372 -0.117 0.316 -0.003
H 2.36759 -3.01155 -0.07185 -0.259 -0.216 -0.279
H 2.17858 -2.70891 -1.82452 -0.059 -0.143 0.199
H -0.59082 -4.78935 0.05339 -0.020 0.219 0.055
H -1.47328 -3.57223 1.03266 0.235 -0.180 -0.097
H 0.25027 -3.92673 1.35780 -0.183 0.049 -0.093
H -0.43184 -4.13709 -2.40723 -0.248 0.145 0.098
H -0.47168 -2.46598 -3.03873 -0.077 -0.357 0.335
H -1.86501 -3.08812 -2.11755 0.331 -0.171 -0.003
H 1.82519 4.12933 -1.15491 -0.242 -0.370 0.162
H 2.17506 2.42312 -1.56688 -0.132 0.191 0.112
H 2.27247 2.94817 0.11821 -0.198 0.118 -0.223
H -0.45322 4.77155 0.51490 0.002 -0.270 -0.071
H -0.16638 3.48272 1.70516 -0.107 0.136 -0.215
H -1.73114 3.58474 0.87581 0.210 0.083 -0.066
H -0.66068 4.37756 -2.20272 -0.131 -0.464 0.256
H -1.97309 3.15453 -2.01663 0.453 0.175 -0.027
H -0.52947 2.76752 -2.98130 -0.098 0.445 0.514
C 0.91267 0.18886 -4.20359 1.246 0.177 -0.390
C 2.28130 -0.10084 -3.95146 -0.178 -0.252 0.180
C 3.21297 -0.21166 -5.00140 -0.671 0.109 0.474
C 2.79795 0.03341 -6.30678 -0.676 -0.033 0.353
C 1.46160 0.38161 -6.54683 -0.100 0.049 0.220
C 0.51583 0.47868 -5.51937 -0.464 -0.069 0.524
Se -0.46556 0.19073 -2.80626 1.056 -0.529 0.014
H 3.37153 -1.56128 -0.04372 1.743 0.698 -0.032
H 2.65131 -0.27238 -2.94094 -0.297 -0.009 -0.140
H 4.24577 -0.50995 -4.79300 -0.445 0.238 0.015
H 3.50271 -0.06747 -7.11976 -0.076 0.074 -0.093
H 1.12971 0.57477 -7.55553 0.018 0.052 -0.095
H -0.53770 0.76837 -5.68613 0.783 -0.253 -0.288
C 1.17270 -0.20566 4.89555 -0.133 0.526 -0.251
N 1.00055 1.19025 4.38493 -0.741 -0.551 -0.137
C -0.31328 1.71945 4.81356 -0.138 -0.354 0.059
N -1.44732 0.83271 4.43419 0.576 -0.015 -0.298
C -1.19859 -0.52805 4.97456 0.189 0.277 -0.282
N 0.07427 -1.08851 4.48698 -0.141 0.054 0.216
C 0.06827 -1.38532 3.06224 -0.035 -0.016 0.314
P -0.16154 0.18684 2.09331 0.065 -0.481 -0.307
C 1.14016 1.22458 2.93203 0.245 0.601 0.721
C -1.66364 0.84380 2.98049 -0.337 0.209 0.871
H 1.21139 -0.17192 5.99760 0.054 -0.037 -0.514
H 2.11176 -0.59083 4.48261 -0.076 0.008 0.297
H -0.47378 2.69631 4.33352 0.081 -0.183 0.338
H -0.32557 1.82108 5.91311 0.078 0.031 -0.535
H -2.02579 -1.19092 4.69586 0.113 0.114 0.070
H -1.14609 -0.45851 6.07430 -0.070 -0.022 -0.488
H 1.01281 -1.85698 2.76481 -0.028 0.123 0.108
H -0.72369 -2.10619 2.82061 0.034 0.200 0.134
H 1.04233 2.25590 2.57868 0.018 -0.119 0.108
H 2.14947 0.90333 2.67824 -0.546 0.083 0.181
H -2.56129 0.25022 2.75911 0.282 0.049 -0.018
H -1.86281 1.87675 2.65261 0.119 -0.275 0.142